1.
{"formula": "C6H14N2O2", "method": "ωB97M-V/def2-TZVPD", "elements": ["O", "O", "N", "N", "C", "C", "C", "C", "C", "C", "H", "H", "H", "H", "H", "H", "H", "H", "H", "H", "H", "H", "H", "H"], "coordinates": [[-0.70771, 3.57358, -0.31254], [0.70069, -0.35885, 1.09828], [0.14838, 1.70031, -1.21840], [0.44827, -2.50591, 0.44152], [1.03762, -2.20981, -0.85626], [1.41862, 2.34510, -1.48858], [-0.39528, -1.85702, 2.61931], [-2.03849, 1.54537, -0.26908], [-0.83835, 2.39762, -0.58589], [0.26898, -1.47235, 1.31527], [2.00598, 1.68152, -2.12035], [0.33919, -2.00068, 3.39635], [-0.19471, -3.27639, 0.45358], [2.01513, 2.59720, -0.60935], [0.21053, 0.71956, -1.13309], [0.40866, -1.52747, -1.43114], [-2.51660, 1.16544, -1.17199], [1.97201, -1.71192, -0.75910], [-1.72957, 0.74963, 0.39501], [-1.07104, -1.04625, 2.90508], [-1.04645, -2.71214, 2.48361], [1.22713, 3.27878, -2.00684], [-2.85131, 2.08313, 0.21290], [1.18832, -3.15846, -1.35828]], "atomic_forces_ev_per_a": [[-0.3138, 0.1493, -0.0780], [0.0447, 0.1921, -0.2117], [0.5761, 1.0759, -0.1884], [0.1928, 0.5126, -0.5286], [-0.7547, -0.2977, 0.0910], [0.0069, 0.1535, -0.1865], [-0.9611, 0.6935, -0.5723], [-0.8640, 0.3269, 0.0034], [0.3253, -0.3429, 0.1044], [0.1061, -0.5830, 0.5839], [0.0238, 0.0688, -0.0828], [0.1791, -0.1715, 0.1658], [-0.0006, -0.0944, 0.3167], [-0.2130, -0.1644, 0.2291], [-0.3663, -0.9170, 0.3257], [-0.1688, -0.2379, -0.2334], [0.4069, -0.3501, -0.1264], [0.8557, 0.2659, 0.3538], [0.0404, -0.4109, -0.0050], [0.3148, 0.0873, 0.1117], [0.1913, -0.4800, 0.1727], [0.0723, 0.0708, -0.1688], [0.3447, 0.4045, 0.2513], [-0.0388, 0.0488, -0.3276]], "nbo_charge": [-0.6162, -0.6274, -0.6197, -0.6155, -0.4133, -0.4122, -0.7062, -0.7162, 0.6776, 0.6773, 0.1918, 0.2451, 0.3919, 0.1963, 0.3927, 0.1830, 0.2255, 0.2182, 0.2286, 0.2368, 0.2082, 0.2136, 0.2338, 0.2064], "smiles": "CNC(C)=O.CNC(C)=O", "orbital_gap_ha": 0.3580, "multiplicity": 1}

2.
{"formula": "C8H9BrFI2O2", "method": "ωB97M-V/def2-TZVPD", "elements": ["I", "I", "Br", "F", "O", "O", "C", "C", "C", "C", "C", "C", "C", "C", "H", "H", "H", "H", "H", "H", "H", "H", "H"], "coordinates": [[-3.40347, -0.97662, -2.17738], [-4.25052, -3.74606, 0.53703], [-5.62951, -0.46239, 0.40983], [-4.22332, -1.65182, 2.43415], [0.70296, -2.17858, 2.88773], [0.46675, -3.12991, 0.83356], [-4.25704, -1.69623, 1.02504], [-2.45315, -0.38830, -0.36818], [0.15141, -0.13528, 0.03599], [0.23177, 1.32765, 0.27303], [-0.44631, -0.93021, 1.16600], [0.31820, -2.29310, 1.70427], [1.23959, -0.62426, -0.86577], [-1.21934, -0.95343, -0.14251], [-0.92593, -0.26811, 1.98317], [-0.34966, 1.73926, 1.07243], [-0.94794, -1.83730, -0.60036], [-0.06851, 1.90748, -0.70202], [0.94920, -0.44382, -1.86342], [2.14378, 0.08589, -0.71398], [1.25893, 1.61602, 0.74439], [-2.88357, 0.58721, -0.16550], [1.52226, -1.68828, -0.56562]], "atomic_forces_ev_per_a": [[0.3801, -0.0145, -0.4648], [-0.0650, 0.3472, -0.2143], [0.3234, -0.6673, 0.6057], [0.0851, 0.3785, -2.2034], [-0.2587, -0.3650, -0.6990], [0.2596, -1.4344, -0.8465], [-1.2705, -0.5223, 2.8255], [-1.6350, 1.1351, -1.8364], [-0.5767, -0.4364, 1.4160], [0.6979, 2.1538, -0.9835], [0.1079, 0.3038, 1.7931], [-0.6868, 2.8352, 0.8937], [2.2924, -0.1268, 2.1157], [1.7784, 1.3634, 1.7119], [0.9685, -1.1465, -1.2853], [-1.2352, -0.1914, 0.2927], [0.0956, -1.8762, -1.2985], [1.0845, -0.6342, 1.7201], [-0.2799, -0.4084, -1.4301], [-1.1156, -1.3244, -0.0978], [-1.2125, -0.5531, -1.6358], [0.6347, -0.1309, 0.5791], [-0.3722, 1.3147, -0.9582]], "lowdin_spin": [0.0756, 0.1448, 0.1225, 0.1071, 0.0203, 0.0022, 0.6076, 0.5494, 0.1272, 0.0093, 0.0507, 0.0104, 0.0196, 0.1084, 0.0002, 0.0006, -0.0006, 0.0026, 0.0033, 0.0085, 0.0042, 0.0257, 0.0005], "orbital_gap_ha": [0.2119, 0.1978], "charge": -1, "multiplicity": 3}

| no. | M (g/mol) | DFT total energy (eV) |
| --- | --- | --- |
| 1 | 146.19 | -13524.9975 |
| 2 | 489.87 | -101494.1983 |